Record 1
{"formula": "C27H72O27S9", "method": "ωB97M-V with the def2-TZVPD basis set", "e_above_lowest_ev": 0.661, "smiles": "CCOS(C)(=O)=O.CCOS(C)(=O)=O.CCOS(C)(=O)=O.CCOS(C)(=O)=O.CCOS(C)(=O)=O.CCOS(C)(=O)=O.CCOS(C)(=O)=O.CCOS(C)(=O)=O.CCOS(C)(=O)=O", "gap_ev": 10.826, "elements": ["C", "C", "O", "S", "C", "O", "O", "H", "H", "H", "H", "H", "H", "H", "H", "C", "C", "O", "S", "C", "O", "O", "H", "H", "H", "H", "H", "H", "H", "H", "C", "C", "O", "S", "C", "O", "O", "H", "H", "H", "H", "H", "H", "H", "H", "C", "C", "O", "S", "C", "O", "O", "H", "H", "H", "H", "H", "H", "H", "H", "C", "C", "O", "S", "C", "O", "O", "H", "H", "H", "H", "H", "H", "H", "H", "C", "C", "O", "S", "C", "O", "O", "H", "H", "H", "H", "H", "H", "H", "H", "C", "C", "O", "S", "C", "O", "O", "H", "H", "H", "H", "H", "H", "H", "H", "C", "C", "O", "S", "C", "O", "O", "H", "H", "H", "H", "H", "H", "H", "H", "C", "C", "O", "S", "C", "O", "O", "H", "H", "H", "H", "H", "H", "H", "H"], "coordinates": [[3.095, -0.182, -3.613], [2.667, 1.002, -4.437], [3.501, 2.133, -4.069], [3.013, 3.575, -4.504], [4.155, 3.937, -5.797], [1.705, 3.484, -5.064], [3.279, 4.441, -3.413], [4.064, -0.555, -3.964], [2.441, -1.040, -3.766], [3.213, -0.005, -2.545], [2.858, 0.787, -5.489], [1.612, 1.209, -4.283], [3.866, 4.932, -6.128], [4.086, 3.176, -6.567], [5.139, 3.959, -5.337], [-1.457, 1.750, -6.870], [-1.320, 0.251, -6.966], [-1.167, -0.298, -5.633], [-0.218, -1.542, -5.471], [-1.064, -2.764, -6.422], [1.047, -1.231, -6.056], [-0.331, -1.906, -4.098], [-1.348, 2.191, -7.860], [-0.663, 2.157, -6.243], [-2.412, 2.050, -6.441], [-2.189, -0.233, -7.421], [-0.468, -0.013, -7.595], [-2.098, -2.693, -6.097], [-0.632, -3.722, -6.136], [-0.910, -2.622, -7.488], [-2.749, 1.424, -3.119], [-3.032, 1.878, -1.706], [-3.850, 3.064, -1.747], [-4.743, 3.332, -0.454], [-3.503, 3.406, 0.810], [-5.331, 4.613, -0.636], [-5.568, 2.187, -0.236], [-2.271, 0.443, -3.118], [-2.227, 2.155, -3.733], [-3.696, 1.246, -3.642], [-3.553, 1.080, -1.172], [-2.095, 2.090, -1.183], [-2.721, 4.018, 0.368], [-3.273, 2.375, 1.061], [-3.903, 3.884, 1.697], [2.534, 3.167, 4.312], [3.333, 1.907, 4.605], [2.510, 0.738, 4.326], [1.904, -0.034, 5.556], [3.323, -0.563, 6.485], [1.140, 0.878, 6.322], [1.319, -1.224, 5.048], [3.214, 4.020, 4.307], [1.744, 3.300, 5.046], [2.101, 3.076, 3.316], [4.148, 1.812, 3.890], [3.677, 1.911, 5.636], [3.687, 0.263, 7.091], [4.112, -0.857, 5.796], [2.966, -1.385, 7.097], [8.324, -0.031, 4.691], [6.938, -0.533, 4.368], [6.995, -1.299, 3.145], [5.851, -2.342, 2.861], [4.665, -1.324, 2.082], [6.386, -3.214, 1.892], [5.354, -2.834, 4.104], [8.559, 0.856, 4.098], [9.098, -0.761, 4.470], [8.342, 0.296, 5.731], [6.524, -1.172, 5.148], [6.237, 0.299, 4.231], [4.403, -0.461, 2.689], [3.806, -1.901, 1.755], [5.139, -0.980, 1.163], [-0.291, -5.093, -1.837], [0.533, -5.661, -2.951], [0.043, -6.944, -3.396], [-0.785, -6.990, -4.731], [0.522, -6.783, -5.909], [-1.208, -8.331, -4.918], [-1.679, -5.879, -4.801], [-1.292, -4.795, -2.154], [0.124, -4.150, -1.467], [-0.313, -5.785, -0.997], [0.580, -4.972, -3.800], [1.579, -5.763, -2.661], [1.080, -5.861, -5.765], [0.092, -6.801, -6.907], [1.171, -7.642, -5.763], [-2.426, -4.366, 3.831], [-3.631, -3.813, 3.109], [-3.268, -2.526, 2.552], [-3.956, -2.068, 1.207], [-2.910, -2.906, 0.042], [-5.281, -2.602, 1.181], [-3.777, -0.660, 1.126], [-1.638, -4.743, 3.187], [-2.788, -5.178, 4.470], [-2.068, -3.621, 4.543], [-3.982, -4.469, 2.310], [-4.485, -3.688, 3.773], [-2.980, -3.981, 0.186], [-1.924, -2.524, 0.302], [-3.269, -2.640, -0.950], [-0.791, 1.241, 2.146], [-0.036, -0.073, 2.195], [1.048, 0.018, 1.255], [1.260, -1.247, 0.321], [0.136, -0.698, -0.962], [2.565, -1.184, -0.244], [0.769, -2.433, 0.945], [-1.344, 1.388, 1.220], [-0.118, 2.092, 2.276], [-1.468, 1.252, 3.001], [0.195, -0.280, 3.237], [-0.717, -0.879, 1.920], [0.737, -0.048, -1.592], [-0.732, -0.146, -0.611], [-0.140, -1.638, -1.440], [-5.322, 7.210, 2.635], [-5.357, 6.318, 3.862], [-4.267, 5.373, 3.770], [-4.408, 4.008, 4.571], [-4.163, 4.545, 6.224], [-5.741, 3.533, 4.419], [-3.317, 3.195, 4.165], [-4.603, 8.015, 2.776], [-6.324, 7.588, 2.440], [-5.045, 6.627, 1.757], [-5.349, 6.876, 4.800], [-6.288, 5.750, 3.835], [-3.852, 3.631, 6.731], [-5.078, 4.951, 6.638], [-3.310, 5.218, 6.221]], "lowdin_charge": [-0.067, -0.255, -0.247, 0.543, -0.119, -0.285, -0.260, 0.087, 0.064, 0.069, 0.118, 0.107, 0.074, 0.072, 0.073, -0.051, -0.257, -0.263, 0.538, -0.103, -0.267, -0.275, 0.086, 0.077, 0.080, 0.123, 0.115, 0.087, 0.052, 0.078, -0.059, -0.278, -0.246, 0.564, -0.106, -0.272, -0.265, 0.068, 0.078, 0.090, 0.108, 0.109, 0.088, 0.051, 0.042, -0.053, -0.241, -0.269, 0.528, -0.103, -0.254, -0.260, 0.084, 0.080, 0.078, 0.112, 0.109, 0.066, 0.055, 0.080, -0.059, -0.264, -0.247, 0.543, -0.116, -0.247, -0.276, 0.079, 0.086, 0.081, 0.102, 0.108, 0.058, 0.060, 0.082, -0.060, -0.259, -0.238, 0.548, -0.124, -0.255, -0.274, 0.078, 0.070, 0.091, 0.098, 0.132, 0.060, 0.076, 0.075, -0.058, -0.257, -0.263, 0.545, -0.105, -0.265, -0.263, 0.080, 0.082, 0.085, 0.110, 0.125, 0.073, 0.045, 0.081, -0.045, -0.251, -0.242, 0.564, -0.092, -0.268, -0.270, 0.048, 0.079, 0.090, 0.092, 0.099, 0.066, 0.061, 0.046, -0.050, -0.258, -0.268, 0.538, -0.119, -0.260, -0.262, 0.078, 0.084, 0.077, 0.120, 0.112, 0.077, 0.075, 0.078]}



Record 2
{"formula": "C4H8N2O4", "method": "ωB97M-V with the def2-TZVPD basis set", "e_above_lowest_ev": 4.729, "gap_ev": 9.803, "elements": ["C", "C", "N", "N", "C", "C", "O", "O", "O", "O", "H", "H", "H", "H", "H", "H", "H", "H"], "coordinates": [[-2.202, 0.134, 0.842], [1.697, -0.587, -1.198], [-0.943, 0.116, 0.122], [1.330, -0.547, 0.192], [0.185, -0.312, 0.853], [-0.397, 2.113, -0.097], [-1.068, -0.313, -1.192], [2.422, -0.799, 1.040], [0.150, -0.355, 2.072], [-0.227, 2.171, -1.238], [-0.915, 0.477, -1.762], [2.041, -0.731, 1.940], [-2.599, -0.873, 0.966], [-2.017, 0.582, 1.812], [1.049, -1.259, -1.754], [1.681, 0.407, -1.644], [-2.904, 0.740, 0.278], [2.715, -0.963, -1.231]], "lowdin_charge": [-0.022, -0.014, -0.261, -0.104, -0.505, 0.045, -0.006, 0.027, 0.068, 0.014, 0.094, 0.102, 0.102, 0.094, 0.090, 0.082, 0.095, 0.098]}



Record 3
{"formula": "C20H35NOS", "method": "ωB97M-V with the def2-TZVPD basis set", "e_above_lowest_ev": 0.449, "smiles": "CC(C)CC[C@@]1(CCN[C@H](C)c2cccs2)CCOC(C)(C)C1", "gap_ev": 9.389, "elements": ["C", "C", "C", "C", "C", "C", "C", "C", "N", "C", "C", "C", "C", "C", "C", "S", "C", "C", "O", "C", "C", "C", "C", "H", "H", "H", "H", "H", "H", "H", "H", "H", "H", "H", "H", "H", "H", "H", "H", "H", "H", "H", "H", "H", "H", "H", "H", "H", "H", "H", "H", "H", "H", "H", "H", "H", "H", "H"], "coordinates": [[0.756, -2.972, -3.117], [0.750, -1.542, -2.577], [2.173, -1.125, -2.214], [-0.201, -1.446, -1.377], [-0.493, -0.002, -0.966], [-1.404, 0.183, 0.265], [-0.792, -0.491, 1.516], [0.713, -0.339, 1.768], [1.124, 1.037, 1.987], [2.441, 1.178, 2.590], [2.698, 2.658, 2.870], [3.533, 0.597, 1.737], [4.352, -0.457, 1.994], [5.227, -0.760, 0.925], [5.053, 0.062, -0.138], [3.825, 1.230, 0.146], [-1.598, 1.692, 0.536], [-2.998, 1.979, 1.071], [-4.005, 1.703, 0.130], [-3.888, 0.452, -0.554], [-3.646, 0.744, -2.041], [-5.242, -0.261, -0.413], [-2.803, -0.447, 0.062], [-0.243, -3.274, -3.425], [1.104, -3.663, -2.352], [1.417, -3.053, -3.978], [0.383, -0.876, -3.366], [2.552, -1.732, -1.394], [2.216, -0.080, -1.919], [2.834, -1.257, -3.068], [-1.135, -1.938, -1.654], [0.228, -2.004, -0.544], [0.448, 0.509, -0.762], [-0.946, 0.501, -1.821], [-0.989, -1.565, 1.462], [-1.315, -0.104, 2.393], [0.938, -0.887, 2.690], [1.286, -0.820, 0.963], [1.129, 1.537, 1.102], [2.425, 0.627, 3.540], [2.742, 3.213, 1.935], [3.640, 2.784, 3.397], [1.891, 3.059, 3.477], [4.337, -1.002, 2.922], [5.948, -1.558, 0.951], [5.566, 0.063, -1.079], [-0.874, 2.041, 1.269], [-1.463, 2.264, -0.384], [-3.109, 3.042, 1.298], [-3.167, 1.413, 2.001], [-4.527, 1.224, -2.459], [-3.451, -0.174, -2.588], [-2.810, 1.425, -2.169], [-5.246, -1.189, -0.979], [-6.031, 0.387, -0.785], [-5.448, -0.481, 0.632], [-3.174, -0.760, 1.041], [-2.728, -1.346, -0.547]], "lowdin_charge": [-0.084, -0.430, -0.086, -0.172, -0.136, -0.413, -0.125, -0.209, -0.037, -0.429, -0.056, -0.492, -0.128, -0.187, -0.413, 1.027, -0.104, -0.189, -0.092, -0.546, -0.010, -0.021, -0.079, 0.073, 0.081, 0.073, 0.136, 0.083, 0.037, 0.078, 0.106, 0.113, 0.100, 0.108, 0.119, 0.121, 0.127, 0.104, 0.088, 0.146, 0.064, 0.083, 0.079, 0.110, 0.100, 0.062, 0.103, 0.123, 0.128, 0.126, 0.085, 0.088, 0.071, 0.086, 0.084, 0.085, 0.122, 0.118]}



Record 4
{"formula": "C22H28F10N4OPtSSi", "method": "ωB97M-V with the def2-TZVPD basis set", "e_above_lowest_ev": 1.066, "gap_ev": 7.018, "elements": ["Pt", "C", "Si", "C", "C", "N", "C", "C", "C", "C", "C", "C", "F", "H", "H", "H", "H", "H", "H", "H", "H", "H", "H", "H", "H", "H", "C", "N", "C", "S", "N", "C", "H", "H", "H", "H", "H", "H", "H", "H", "F", "C", "F", "F", "C", "O", "C", "F", "F", "F", "C", "F", "F", "F", "C", "C", "C", "C", "N", "C", "C", "H", "H", "H", "H", "H", "H", "H"], "coordinates": [[-0.020, 0.076, -0.409], [-3.377, -0.361, 2.307], [-1.729, -1.282, 2.058], [-1.925, -2.497, 0.619], [-1.471, -2.355, 3.601], [-0.498, -0.136, 1.634], [0.256, 0.623, 2.509], [0.641, 0.153, 3.782], [1.453, 0.880, 4.632], [1.918, 2.136, 4.278], [1.518, 2.670, 3.064], [0.712, 1.931, 2.229], [0.292, 2.554, 1.091], [-4.024, -0.909, 2.996], [-3.909, -0.272, 1.356], [-3.233, 0.644, 2.707], [-2.979, -2.662, 0.381], [-1.486, -3.464, 0.871], [-1.421, -2.139, -0.280], [-2.220, -3.151, 3.596], [-1.586, -1.800, 4.534], [-0.486, -2.827, 3.597], [0.305, -0.828, 4.078], [1.732, 0.453, 5.588], [2.572, 2.695, 4.932], [1.815, 3.664, 2.753], [3.657, 0.762, -4.818], [2.305, 0.800, -4.301], [1.944, 1.285, -3.112], [0.287, 1.219, -2.707], [2.869, 1.908, -2.385], [2.624, 2.417, -1.045], [3.650, 0.228, -5.763], [4.329, 0.237, -4.135], [4.037, 1.772, -4.992], [1.575, 0.337, -4.812], [3.833, 1.698, -2.597], [1.669, 2.932, -1.032], [3.419, 3.114, -0.785], [2.594, 1.604, -0.320], [4.360, -0.622, -1.791], [4.047, -1.745, -1.110], [4.777, -1.732, 0.010], [4.477, -2.778, -1.855], [2.505, -1.782, -0.814], [2.078, -0.522, -0.631], [1.826, -2.525, -2.027], [0.498, -2.364, -2.033], [2.051, -3.847, -2.052], [2.281, -2.023, -3.193], [2.284, -2.658, 0.461], [2.655, -1.994, 1.558], [0.983, -2.966, 0.599], [2.968, -3.818, 0.433], [-6.190, 1.712, -1.059], [-4.745, 1.329, -0.958], [-4.244, 0.165, -1.530], [-2.894, -0.115, -1.446], [-2.041, 0.694, -0.820], [-2.502, 1.818, -0.266], [-3.836, 2.166, -0.314], [-6.792, 0.900, -1.461], [-6.291, 2.576, -1.717], [-6.582, 1.998, -0.083], [-4.902, -0.518, -2.050], [-2.474, -1.001, -1.904], [-1.774, 2.460, 0.207], [-4.169, 3.086, 0.146]], "lowdin_charge": [0.925, -0.163, 0.424, -0.184, -0.190, -0.204, -0.301, -0.035, -0.098, -0.108, -0.034, -0.231, -0.014, 0.025, 0.001, 0.028, 0.032, 0.027, -0.029, 0.031, 0.027, 0.029, 0.071, 0.101, 0.096, 0.114, -0.060, -0.043, -0.790, 0.666, -0.005, -0.087, 0.093, 0.079, 0.093, 0.113, 0.121, 0.057, 0.092, 0.065, 0.134, -0.519, 0.174, 0.160, -0.324, -0.250, -0.538, 0.120, 0.165, 0.143, -0.544, 0.172, 0.141, 0.159, -0.034, -0.259, -0.005, -0.128, -0.114, -0.109, -0.007, 0.080, 0.092, 0.088, 0.120, 0.117, 0.108, 0.124]}



Calculated values (hartree) of highest occupied orbital energy for the records, taken in order: -0.3929, -0.3334, -0.3194, -0.2572.
Calculated values (eV) of calculated total energy for the records, taken in order: -181962.3308, -15444.1188, -35681.1304, -80413.9954.